(1)
Computed, not measured: an isolated ion of composition CH3N2O and charge +1, with ωB97M-V/def2-TZVPD.

The spin multiplicity is 3. The value obtained for the HOMO-LUMO gap (alpha / beta) is 6.5223 / 8.7912 eV. As for the charge: +1. The relative energy (zero: lowest compared OMol25 entry of this formula, charge and spin) comes out at 43.6 kcal per mole. As for the expectation value of S²: 2.04. Its HOMO energy (alpha / beta) is -13.4 / -17.7 eV.

```
7
CH3N2O, DFT ωB97M-V/def2-TZVPD
C 0.606 0.098 0.431
N 1.774 -0.229 0.067
N -0.509 0.507 0.019
O 2.854 0.286 -0.096
H 1.862 -1.378 -0.023
H -0.665 0.532 -1.037
H -1.240 0.857 0.463
```



(2)
Computed, not measured: a 2-piece molecular cluster, CH3N2O2 overall, with ωB97M-V/def2-TZVPD.

The value obtained for the HOMO-LUMO gap is 8.9047 eV. As for the charge: -1. The relative energy (zero: lowest compared OMol25 entry of this formula, charge and spin) comes out at 90.7 kcal per mole. Its HOMO energy is -4.2 eV.

```
8
CH3N2O2, DFT ωB97M-V/def2-TZVPD
C 0.272 -0.335 -1.161
N 1.214 -0.502 -1.791
N -0.993 0.825 1.558
O -1.176 -0.535 1.133
O 2.263 -0.859 -2.463
H -1.079 1.339 0.680
H -0.618 -0.791 0.349
H 0.118 0.858 1.696
```



(3)
Computed, not measured: an isolated ion of composition CH3N2O2 and charge +1, with ωB97M-V/def2-TZVPD.

The value obtained for the HOMO-LUMO gap is 10.6859 eV. As for the charge: +1. The relative energy (zero: lowest compared OMol25 entry of this formula, charge and spin) comes out at 63.1 kcal per mole. Its HOMO energy is -17.4 eV. The SMILES is [NH2+]=C[N+](=O)[O-].

```
8
CH3N2O2, DFT ωB97M-V/def2-TZVPD
N 1.120 -0.306 -0.261
C -0.169 -0.294 -0.349
N -0.964 0.566 0.615
O -1.533 -0.259 1.288
O -0.946 1.734 0.573
H 1.616 -0.935 -0.940
H 1.590 0.581 0.177
H -0.714 -1.086 -1.103
```



(4)
Computed, not measured: a 2-piece molecular cluster, CH3N2O2S overall, with ωB97M-V/def2-TZVPD.

The value obtained for the HOMO-LUMO gap (alpha / beta) is 7.5239 / 7.5249 eV. As for the charge: -1. The relative energy (zero: lowest compared OMol25 entry of this formula, charge and spin) comes out at 122.5 kcal per mole. Its HOMO energy (alpha / beta) is -3.6 / -3.6 eV.

```
9
CH3N2O2S, DFT ωB97M-V/def2-TZVPD
C -0.200 -0.255 0.264
N 0.855 -0.325 1.177
N 0.027 0.884 1.045
O -1.066 -0.491 -2.301
O 0.718 1.117 -1.695
S 0.228 -0.292 -1.622
H -1.742 -1.411 0.616
H 0.646 -0.788 2.058
H 0.533 1.560 0.459
```



(5)
Computed, not measured: an isolated ion of composition CH3N2O2S and charge -1, with ωB97M-V/def2-TZVPD.

The value obtained for the HOMO-LUMO gap is 7.6751 eV. As for the charge: -1. The relative energy (zero: lowest compared OMol25 entry of this formula, charge and spin) comes out at 66.4 kcal per mole. Its HOMO energy is -3.4 eV.

```
9
CH3N2O2S, DFT ωB97M-V/def2-TZVPD
C 0.662 0.245 0.072
N -0.293 -0.267 -0.855
N -0.195 -0.824 0.542
O 3.085 1.159 0.237
O 2.708 -1.271 0.444
S 2.505 -0.080 -0.380
H 0.331 1.371 0.466
H -1.195 0.051 -0.841
H 0.356 -1.633 0.319
```



(6)
Computed, not measured: an isolated ion of composition CH3N2O4S and charge -1, with ωB97M-V/def2-TZVPD.

The spin multiplicity is 3. The value obtained for the HOMO-LUMO gap (alpha / beta) is 6.6136 / 8.1208 eV. As for the charge: -1. The relative energy (zero: lowest compared OMol25 entry of this formula, charge and spin) comes out at 0.0 kcal per mole. As for the expectation value of S²: 2.01. Its HOMO energy (alpha / beta) is -2.6 / -5.4 eV.

```
11
CH3N2O4S, DFT ωB97M-V/def2-TZVPD
C -1.232 0.241 0.070
N 0.149 -1.785 0.000
N 0.023 -0.484 0.110
O 1.094 1.723 0.874
O -0.873 -2.458 -0.068
O 1.176 0.934 -1.447
O 2.542 -0.210 0.295
S 1.396 0.631 -0.050
H -1.923 -0.007 0.948
H -0.719 1.267 0.225
H -1.633 0.148 -0.958
```



(7)
Computed, not measured: the molecule CH3N2OP, with ωB97M-V/def2-TZVPD.

The value obtained for the HOMO-LUMO gap (alpha / beta) is 6.8807 / 6.8780 eV. The relative energy (zero: lowest compared OMol25 entry of this formula, charge and spin) comes out at 96.3 kcal per mole. Its HOMO energy (alpha / beta) is -7.9 / -7.9 eV.

```
8
CH3N2OP, DFT ωB97M-V/def2-TZVPD
C 0.897 0.172 -0.378
N -0.020 -0.421 0.591
N 0.387 -1.169 -0.620
O -2.187 1.229 -0.341
P -2.037 -0.115 0.194
H 0.672 1.025 -1.040
H 2.035 0.016 0.048
H 0.253 -0.737 1.546
```



(8)
Computed, not measured: a 2-piece molecular cluster, CH3N2OP overall, with ωB97M-V/def2-TZVPD.

The value obtained for the HOMO-LUMO gap is 8.4873 eV. The relative energy (zero: lowest compared OMol25 entry of this formula, charge and spin) comes out at 75.6 kcal per mole. Its HOMO energy is -8.7 eV.

```
8
CH3N2OP, DFT ωB97M-V/def2-TZVPD
C 0.145 1.173 1.245
N 0.869 0.035 -1.837
N 0.244 -0.870 -1.542
O 1.140 0.920 1.881
P -0.347 -2.299 -1.246
H -0.722 1.797 1.673
H 0.161 0.983 0.232
H -1.491 -1.740 -0.406
```



(9)
Computed, not measured: a 2-piece molecular cluster, CH3N2OS overall, with ωB97M-V/def2-TZVPD.

The value obtained for the HOMO-LUMO gap is 6.8969 eV. As for the charge: -1. The relative energy (zero: lowest compared OMol25 entry of this formula, charge and spin) comes out at 11.1 kcal per mole. Its HOMO energy is -2.7 eV.

```
8
CH3N2OS, DFT ωB97M-V/def2-TZVPD
C -1.613 -0.258 -2.035
N -0.510 -0.161 -1.524
N 0.287 -0.126 -0.608
O 0.616 0.671 2.790
S 1.705 -0.989 -0.466
H 0.697 0.783 1.832
H 0.709 -0.281 2.894
H -1.889 0.361 -2.882
```



(10)
Computed, not measured: an isolated ion of composition CH3N2OS and charge +1, with ωB97M-V/def2-TZVPD.

The value obtained for the HOMO-LUMO gap (alpha / beta) is 5.5335 / 6.6499 eV. As for the charge: +1. The relative energy (zero: lowest compared OMol25 entry of this formula, charge and spin) comes out at 86.5 kcal per mole. Its HOMO energy (alpha / beta) is -15.0 / -15.2 eV.

```
8
CH3N2OS, DFT ωB97M-V/def2-TZVPD
C -0.761 0.018 -0.066
N 0.310 0.531 0.589
N -0.892 -1.005 -0.769
O 1.485 -0.239 0.556
S 2.748 0.071 -0.409
H -1.638 0.641 0.269
H 0.521 1.448 0.835
H -1.775 -1.464 -1.005
```